No. 1
{"formula": "C5H12N2O", "method": "ωB97M-V/def2-TZVPD", "symbols": ["C", "N", "C", "C", "N", "C", "C", "O", "H", "H", "H", "H", "H", "H", "H", "H", "H", "H", "H", "H"], "positions_angstrom": [[-1.6966, -0.2902, -1.4743], [-0.6329, -1.2678, -1.7383], [0.5985, -0.9850, -0.9895], [0.4630, -0.8208, 0.5073], [0.3400, 0.5750, 0.9635], [1.1619, 1.6382, 0.4012], [-0.0705, 0.7120, 2.2687], [-0.1551, -0.2256, 3.0282], [-2.2985, -0.1937, -2.3755], [-2.3377, -0.5510, -0.6254], [-1.2860, 0.6893, -1.2286], [-0.9179, -2.1962, -1.4531], [1.0824, -0.1482, -1.4782], [1.2565, -1.8357, -1.1913], [1.2571, -1.2567, 1.1186], [-0.3888, -1.3460, 0.9445], [1.5287, 1.3824, -0.5832], [0.5783, 2.5637, 0.4343], [2.0349, 1.8529, 1.0190], [-0.5173, 1.7035, 2.4520]], "atomic_forces_ev_per_a": [[-0.076, -0.243, -0.084], [0.348, 0.371, 0.619], [-0.059, -0.955, -0.607], [0.527, 0.526, 1.345], [-0.164, -0.202, -0.032], [-0.258, 0.389, 0.815], [-0.665, -0.322, -1.072], [-0.166, 0.152, 0.352], [-0.230, 0.076, 0.082], [-0.046, -0.065, -0.062], [0.190, -0.033, -0.196], [-0.327, 0.040, -0.171], [0.061, 0.217, 0.086], [0.033, 0.058, 0.120], [0.582, -0.267, -0.566], [-0.318, 0.044, -0.485], [-0.303, 0.263, -0.128], [0.059, -0.024, -0.541], [0.244, -0.243, 0.066], [0.568, 0.218, 0.458]], "lowdin_charge": [-0.127, -0.120, -0.228, -0.157, -0.156, -0.053, -0.337, 0.034, 0.069, 0.076, 0.071, 0.095, 0.090, 0.117, 0.122, 0.121, 0.068, 0.090, 0.086, 0.138], "e_tot_ha": -382.4275, "de_lowest_ev": 2.043, "smiles": "CNCCN(C)C=O", "mol_weight_g_mol": 116.16, "gap_ev": 9.7}


No. 2
{"formula": "C3H14O4", "method": "ωB97M-V/def2-TZVPD", "symbols": ["C", "C", "C", "O", "H", "H", "H", "H", "H", "H", "H", "H", "O", "H", "H", "O", "H", "H", "O", "H", "H"], "positions_angstrom": [[1.3827, -0.0261, 2.5598], [0.3231, 0.1374, 1.4969], [0.2569, 1.4606, 0.7386], [-0.6005, 1.4400, -0.3973], [2.2703, 0.5999, 2.3192], [1.0239, 0.4007, 3.4838], [1.7071, -1.0463, 2.7144], [-0.6700, -0.0332, 1.9132], [0.4930, -0.6158, 0.7059], [1.2063, 1.8637, 0.3448], [-0.1135, 2.2224, 1.4282], [-1.3481, 0.8609, -0.2695], [-0.6132, -1.6225, -2.2787], [0.0678, -2.2744, -2.1591], [-0.1805, -0.7581, -2.4587], [0.7368, 0.5301, -2.7946], [0.4974, 1.2240, -2.1689], [0.5865, 0.9570, -3.6373], [-2.2226, -1.5348, -0.2043], [-3.0819, -1.9316, -0.3419], [-1.7214, -1.8539, -0.9944]], "atomic_forces_ev_per_a": [[0.749, 1.559, -0.078], [0.021, -0.691, -1.672], [0.019, 0.797, 0.531], [0.503, 0.217, -0.403], [-0.282, -0.568, -0.030], [-0.083, -0.114, 0.557], [-0.102, -0.176, 0.013], [-0.042, -0.226, -0.080], [-0.262, 0.031, 0.347], [-0.044, -0.597, 0.340], [-0.009, 0.233, 0.118], [-0.392, -0.566, 0.252], [-0.600, -0.196, -0.234], [0.562, -0.219, -0.061], [0.110, -0.301, 0.065], [0.297, 0.558, -0.153], [-0.250, -0.082, 0.670], [0.042, -0.086, -0.511], [0.120, -0.326, -0.316], [-0.414, 0.009, 0.230], [0.056, 0.743, 0.416]], "lowdin_charge": [-0.108, -0.253, -0.267, -0.088, 0.082, 0.064, 0.068, 0.110, 0.112, 0.123, 0.111, 0.066, -0.068, 0.048, -0.007, -0.030, 0.040, 0.069, -0.090, 0.024, -0.006], "e_tot_ha": -423.6525, "de_lowest_ev": 0.436, "smiles": "CCCO.O.O.O", "mol_weight_g_mol": 114.14, "gap_ev": 10.9}


No. 3
{"formula": "C4H13N2O", "method": "ωB97M-V/def2-TZVPD", "symbols": ["C", "N", "C", "O", "H", "H", "H", "H", "H", "H", "H", "C", "C", "N", "H", "H", "H", "H", "H", "H"], "positions_angstrom": [[1.6602, -1.0918, 0.3322], [0.1881, -1.1518, 0.1888], [-0.5692, -1.5837, 1.3919], [-1.8950, -1.6439, 0.9791], [1.9226, -0.1972, 0.8954], [2.0992, -1.0085, -0.6557], [2.0254, -1.9498, 0.8906], [-0.0660, -1.8330, -0.5340], [-0.1288, -2.5330, 1.7068], [-0.4043, -0.8376, 2.1766], [-2.4105, -2.0020, 1.7101], [-0.1752, 1.7320, -1.4933], [0.6011, 2.7888, -1.2769], [-1.0893, 1.1569, -0.5511], [-0.1147, 1.1975, -2.4347], [1.3387, 2.9579, -2.0460], [0.4643, 3.4510, -0.4342], [-0.2313, -0.1899, -0.1354], [-1.2154, 1.7850, 0.2350], [-1.9999, 0.9531, -0.9453]], "atomic_forces_ev_per_a": [[0.078, 0.427, 0.443], [-0.490, -0.028, -0.491], [0.609, 0.408, 0.160], [0.205, -0.182, 0.141], [-0.082, 0.005, -0.026], [0.087, -0.177, -0.005], [0.017, -0.163, -0.246], [0.097, 0.174, 0.001], [-0.262, -0.128, 0.045], [0.022, -0.004, -0.053], [-0.258, -0.037, -0.088], [-0.038, 0.201, 0.062], [-0.467, -0.742, -0.429], [0.325, 0.472, -0.108], [0.068, -0.173, 0.098], [0.069, 0.560, 0.139], [0.321, -0.026, 0.117], [-0.147, -0.511, 0.239], [-0.116, -0.004, 0.072], [-0.035, -0.069, -0.070]], "lowdin_charge": [-0.001, -0.026, -0.226, 0.003, 0.106, 0.105, 0.102, 0.180, 0.143, 0.148, 0.120, -0.262, 0.024, 0.016, 0.109, 0.062, 0.066, 0.103, 0.111, 0.114], "e_tot_ha": -344.6902, "total_charge": 1, "de_lowest_ev": 2.086, "mol_weight_g_mol": 105.16, "gap_ev": 10.2}


No. 4
{"formula": "C2H3NS2", "method": "ωB97M-V/def2-TZVPD", "symbols": ["C", "C", "N", "S", "S", "H", "H", "H"], "positions_angstrom": [[0.4867, 0.5253, 0.8728], [-0.3433, -0.5559, 0.2279], [0.7617, 1.6145, 0.4704], [-0.0144, -0.7677, -1.6815], [-0.1374, 1.0008, -2.4500], [0.8440, -0.1165, 1.7462], [-0.3130, -1.5825, 0.4963], [-1.2844, -0.1180, 0.3178]], "atomic_forces_ev_per_a": [[0.687, -5.006, 1.475], [0.239, 0.704, -3.863], [0.659, 2.637, -0.402], [-0.193, 0.337, 1.556], [-0.043, 0.056, -0.006], [0.449, 1.825, 0.201], [0.357, -0.551, 1.151], [-2.155, -0.002, -0.112]], "lowdin_charge": [-0.415, -0.430, 0.161, 0.323, 0.129, 0.138, 0.045, 0.049], "e_tot_ha": -929.0179, "de_lowest_ev": 2.706, "mol_weight_g_mol": 105.19, "gap_ev": [7.0, 7.9]}


No. 5
{"formula": "C5H10FP", "method": "ωB97M-V/def2-TZVPD", "symbols": ["C", "C", "C", "C", "C", "F", "P", "H", "H", "H", "H", "H", "H", "H", "H", "H", "H"], "positions_angstrom": [[0.1159, 1.3972, -0.1121], [-0.0470, 0.3073, -0.8381], [-0.3437, 2.7264, -0.7030], [1.3037, -1.2519, 0.9305], [0.1845, -1.6909, 0.0589], [0.5978, -2.1310, -1.1052], [-1.2411, -2.5216, 0.9343], [0.3556, 1.3093, 0.8917], [-0.2728, 0.1147, -1.8726], [-1.0119, 3.2910, -0.0504], [0.5655, 3.3469, -1.1720], [-0.9693, 2.5680, -1.6153], [0.9399, -0.2820, 1.3373], [1.5302, -1.9312, 1.7137], [2.2350, -1.1005, 0.3426], [-1.9225, -2.7484, -0.1674], [-2.0198, -1.4033, 1.4271]], "atomic_forces_ev_per_a": [[-1.828, 0.093, -3.178], [-0.023, -2.963, 2.519], [1.598, 0.922, -2.160], [0.288, 0.948, -0.185], [-0.342, 5.691, -0.257], [0.268, -2.631, -1.672], [1.390, 0.447, 1.803], [0.484, 0.209, 1.907], [-0.254, 0.301, -0.197], [0.611, 0.222, 0.249], [-1.899, -0.893, 1.598], [0.467, -0.278, 0.681], [0.829, -0.845, 0.294], [0.166, -0.712, 0.979], [-0.754, 0.139, 0.266], [-1.605, -0.326, -2.078], [0.606, -0.325, -0.569]], "lowdin_charge": [-0.240, 0.043, -0.127, -0.139, -0.676, -0.030, 0.864, 0.048, 0.062, 0.058, 0.109, 0.065, 0.052, 0.048, 0.106, -0.161, -0.081], "e_tot_ha": -637.5480, "de_lowest_ev": 3.327, "mol_weight_g_mol": 120.11, "gap_ev": 9.0}


No. 6
{"formula": "C8H14N2O3S", "method": "ωB97M-V/def2-TZVPD", "symbols": ["O", "C", "O", "C", "C", "S", "N", "C", "O", "C", "C", "C", "C", "N", "H", "H", "H", "H", "H", "H", "H", "H", "H", "H", "H", "H", "H", "H"], "positions_angstrom": [[-1.3578, -1.9925, -1.8253], [-2.2641, -1.1742, -1.6909], [-3.2747, -1.1043, -2.5461], [-2.2614, -0.0948, -0.5960], [-2.4297, 1.3276, -1.1951], [-4.1767, 1.6290, -1.7708], [-1.0595, -0.2383, 0.1645], [0.1997, 0.0808, -0.3675], [0.3159, 0.6328, -1.4016], [1.4308, -0.5332, 0.3557], [1.3684, -0.4539, 1.8781], [2.5924, 0.3037, 2.3095], [3.5632, 0.0482, 1.1652], [2.6891, 0.1461, 0.0185], [-3.2841, -1.9145, -3.0978], [-3.1179, -0.3692, 0.0640], [-2.1526, 2.0747, -0.4244], [-1.7433, 1.5040, -2.0330], [-4.0844, 2.9609, -1.5959], [-1.0785, -0.9913, 0.8487], [1.4644, -1.6089, 0.0682], [1.3552, -1.5225, 2.1818], [0.5117, 0.0965, 2.2278], [2.2254, 1.3496, 2.3890], [3.0814, 0.0620, 3.2598], [4.1664, -0.8604, 1.3358], [4.2729, 0.8708, 1.1457], [3.0477, -0.2285, -0.8680]], "atomic_forces_ev_per_a": [[-1.623, 0.964, 0.516], [2.421, -1.094, -0.686], [-0.894, -0.342, -0.107], [-0.614, -0.258, -0.664], [-0.182, 0.310, 0.070], [0.689, 0.240, 0.391], [1.091, 0.143, 1.042], [-0.169, -2.479, 1.608], [0.277, 1.718, -2.187], [-0.188, 0.301, -0.124], [-0.366, -1.677, 0.499], [0.463, 0.504, 0.331], [0.375, 1.338, 0.397], [-0.482, -0.845, -1.195], [0.283, 0.540, 0.231], [0.446, 0.554, -0.363], [-0.387, -0.546, -0.296], [-0.302, -0.358, 0.303], [-0.134, -0.191, -0.020], [0.128, 0.414, -0.241], [-0.280, 0.534, -0.100], [-0.148, 0.796, 0.590], [-0.635, -0.325, 0.164], [0.941, -0.301, -0.301], [-0.541, -0.247, -0.012], [-0.512, -0.194, -0.271], [0.320, 0.066, -0.221], [0.023, 0.437, 0.648]], "lowdin_charge": [0.096, -0.477, 0.083, -0.298, -0.464, 0.699, 0.078, -0.425, 0.118, -0.249, -0.170, -0.186, -0.236, -0.014, 0.150, 0.161, 0.093, 0.075, -0.151, 0.146, 0.157, 0.124, 0.100, 0.124, 0.112, 0.117, 0.107, 0.130], "e_tot_ha": -1046.6612, "de_lowest_ev": 0.580, "smiles": "O=C(O)[C@H](CS)NC(=O)[C@@H]1CCCN1", "mol_weight_g_mol": 218.28, "gap_ev": 9.5}


Repeat the fifth record exactly.
{"formula": "C5H10FP", "method": "ωB97M-V/def2-TZVPD", "symbols": ["C", "C", "C", "C", "C", "F", "P", "H", "H", "H", "H", "H", "H", "H", "H", "H", "H"], "positions_angstrom": [[0.1159, 1.3972, -0.1121], [-0.0470, 0.3073, -0.8381], [-0.3437, 2.7264, -0.7030], [1.3037, -1.2519, 0.9305], [0.1845, -1.6909, 0.0589], [0.5978, -2.1310, -1.1052], [-1.2411, -2.5216, 0.9343], [0.3556, 1.3093, 0.8917], [-0.2728, 0.1147, -1.8726], [-1.0119, 3.2910, -0.0504], [0.5655, 3.3469, -1.1720], [-0.9693, 2.5680, -1.6153], [0.9399, -0.2820, 1.3373], [1.5302, -1.9312, 1.7137], [2.2350, -1.1005, 0.3426], [-1.9225, -2.7484, -0.1674], [-2.0198, -1.4033, 1.4271]], "atomic_forces_ev_per_a": [[-1.828, 0.093, -3.178], [-0.023, -2.963, 2.519], [1.598, 0.922, -2.160], [0.288, 0.948, -0.185], [-0.342, 5.691, -0.257], [0.268, -2.631, -1.672], [1.390, 0.447, 1.803], [0.484, 0.209, 1.907], [-0.254, 0.301, -0.197], [0.611, 0.222, 0.249], [-1.899, -0.893, 1.598], [0.467, -0.278, 0.681], [0.829, -0.845, 0.294], [0.166, -0.712, 0.979], [-0.754, 0.139, 0.266], [-1.605, -0.326, -2.078], [0.606, -0.325, -0.569]], "lowdin_charge": [-0.240, 0.043, -0.127, -0.139, -0.676, -0.030, 0.864, 0.048, 0.062, 0.058, 0.109, 0.065, 0.052, 0.048, 0.106, -0.161, -0.081], "e_tot_ha": -637.5480, "de_lowest_ev": 3.327, "mol_weight_g_mol": 120.11, "gap_ev": 9.0}